[1]
This record from the OMol25 dataset describes a cluster of 3 separate species, C30H37Br2F2N4OP in total in a non-equilibrium geometry. The level of theory is ωB97M-V with the def2-TZVPD basis set.

```
77
Properties=species:S:1:pos:R:3:mulliken_charge:R:1
C 2.99 2.23 -7.66 -0.3004
H 1.57 -0.48 -5.30 0.4574
C 0.53 1.35 1.34 0.6234
H 2.24 0.14 1.07 -0.9145
C 3.03 0.00 -6.79 0.3919
H 2.06 -7.67 0.26 0.4132
H 1.21 -1.23 0.06 -0.4945
H 2.66 2.99 -1.39 0.3678
H -0.40 -1.89 0.28 0.5044
C 0.60 -1.80 0.76 -1.3016
F 1.82 -5.12 0.61 -0.2316
N -3.16 2.12 3.19 -0.3865
H 2.77 -3.00 2.51 0.2805
C -1.28 2.92 1.87 0.5359
H 0.83 4.37 1.20 0.3243
O -2.85 -1.04 1.09 -0.4982
H -0.35 -1.81 2.66 0.8549
C 2.86 1.94 -1.61 -1.6598
C -3.58 3.37 3.09 -0.3818
H 3.89 1.65 -1.34 0.4370
H 0.01 -4.13 -0.95 0.3460
C 1.92 2.53 -6.83 -0.5502
H 0.58 1.80 -5.32 0.3773
C -3.16 -1.31 2.47 -0.6273
H 3.73 -1.69 3.16 0.4275
C 1.87 0.98 -0.89 0.0407
H 0.94 -2.84 0.88 0.2255
H -2.65 6.53 2.13 0.3498
N 0.66 3.64 0.51 -0.2660
C -1.40 0.58 2.63 0.9905
C -2.20 -0.47 3.41 -1.8987
C 1.66 -1.16 3.09 -0.8454
H -2.83 0.00 4.17 0.5433
N -5.07 4.16 5.43 -0.6833
H 1.36 -1.54 4.08 0.4659
H -4.21 5.86 1.56 0.3217
H 4.39 0.70 -8.28 0.4069
C 0.16 -5.20 -1.06 -0.1026
H -1.31 -5.45 -2.59 0.3669
H -0.01 4.00 -0.17 0.3360
C 1.41 1.56 -5.97 -0.3164
C -1.97 1.91 2.57 -0.2468
H -1.50 -1.13 3.95 0.4922
C -3.46 5.82 2.36 -1.5488
H -3.94 6.09 3.32 0.5084
C -0.19 0.29 2.05 -0.1216
C 1.89 1.11 0.69 0.4545
H -4.18 -0.96 2.70 0.3590
C 1.10 -5.84 -0.27 0.4568
C 1.96 0.29 -5.95 -0.4550
Br 3.26 2.37 1.37 -0.0843
H 3.39 2.98 -8.33 0.3585
C 1.31 -7.20 -0.36 -0.5281
Br 0.08 1.11 -1.69 -0.1347
H 3.17 -1.57 1.49 0.2928
C -0.58 -5.94 -1.96 -0.5243
C -2.87 4.40 2.39 0.7873
H -3.08 -2.39 2.68 0.3342
H -0.96 -7.89 -2.77 0.3661
C -0.38 -7.31 -2.07 -0.5146
H 1.90 -0.09 3.24 0.3461
C -0.03 2.60 1.25 0.3247
H 2.77 1.69 -2.69 0.4031
H 2.23 -0.03 -1.14 0.6161
C 0.57 -7.94 -1.27 -0.4070
H -5.81 4.75 3.12 0.0773
P -5.20 3.74 3.91 0.3960
H 1.49 3.52 -6.84 0.3742
F 3.57 -1.23 -6.77 -0.3134
H -3.58 -0.52 0.75 0.3006
N -1.73 4.21 1.75 -0.5338
H -5.99 2.57 3.84 0.0606
C 0.36 -1.15 2.14 0.2832
C 3.55 0.96 -7.64 -0.4396
C 2.87 -1.91 2.50 -1.2713
H -4.08 4.12 5.67 0.2424
H 0.72 -9.01 -1.34 0.3590
```

Results
- Frontier orbital gap: 7.98 eV
- Maximum force: 0.03713 Eh/bohr
- DFT total energy: -194525.282 eV
- SMILES string: CC[C@H](C)c1c([C@H](Br)[C@H](C)Br)c(N)c2nc(C)c([PH2]=N)nc2c1CCO.Fc1ccccc1.Fc1ccccc1

=====

[2]
This record from the OMol25 dataset describes a structure of composition C30H37ClNO3SiTa in a non-equilibrium geometry. The level of theory is ωB97M-V with the def2-TZVPD basis set.

```
74
Properties=species:S:1:pos:R:3:mulliken_charge:R:1
H -0.37 -3.19 -1.37 0.5222
C -1.69 -3.78 1.41 -0.7333
H -0.55 0.39 2.71 0.2702
H -6.07 1.13 -4.22 0.4308
H 0.26 -3.10 0.76 0.4637
C 0.49 4.75 1.02 -0.9980
C 0.75 -3.18 -4.14 -0.3970
C -1.10 1.64 -0.40 -1.3529
H 2.20 -4.47 -5.05 0.4271
H -1.27 -4.38 2.22 0.4295
H -2.87 -0.59 -0.50 0.4156
O 1.70 0.77 0.22 -0.8565
H -1.81 1.13 -4.21 0.4356
H 2.39 1.47 4.20 0.4161
C 2.07 -0.93 2.82 -1.5721
Ta 0.17 -0.06 -0.39 1.5837
H -3.76 -3.95 2.03 0.4458
C 1.38 1.28 3.84 -1.6074
H 0.02 0.76 -2.93 0.1570
H -2.11 -3.19 -1.30 0.4665
H -3.99 -2.17 -2.51 0.4259
C -5.16 -0.58 -3.32 -0.8220
H -2.14 -2.15 -5.60 0.3631
O 0.11 0.26 2.01 -0.4592
H 0.60 5.26 1.97 0.4494
C -3.93 1.27 -4.27 -0.7571
H -1.82 -4.45 0.56 0.3399
H 1.33 -3.10 -3.22 0.2460
H -1.24 -3.53 -7.42 0.4229
O 3.16 1.85 1.57 -0.4143
H 2.14 -1.51 1.90 0.1841
C -2.52 -1.19 0.35 -0.8187
C -2.74 0.64 -3.94 -0.2361
H 1.35 5.15 -2.23 0.4588
C -3.03 -3.17 1.82 -0.8322
H -2.37 -0.53 1.21 0.4721
H -3.82 -2.84 -0.17 0.1712
C 2.24 1.14 1.49 0.1312
H -1.76 1.49 0.46 0.7990
H 3.08 -0.83 3.22 0.4805
H -2.91 -2.59 2.74 0.2943
C 1.07 5.30 -0.12 0.3263
Cl 1.96 6.77 0.01 -0.1680
C -5.14 0.65 -3.96 -0.5817
C -0.48 -2.52 -4.27 0.7494
H 0.93 -4.69 -7.16 0.4109
H -0.69 3.15 1.79 0.4993
C 0.20 3.52 -1.45 0.0429
C -3.55 -2.25 0.72 -0.6783
H 1.47 -1.49 3.54 0.4285
C -1.24 -2.53 -1.34 -0.7070
H 0.83 0.75 4.62 0.4866
H -1.69 1.54 -1.32 0.6563
C -0.22 3.57 0.91 -0.0321
H -4.45 -1.73 1.02 0.5090
C -2.73 -0.59 -3.28 0.9075
N -1.16 -1.76 -0.03 0.4358
C 0.91 4.70 -1.36 -1.0289
C -0.69 -2.68 1.08 -0.4782
H -3.92 2.22 -4.78 0.4531
C -3.96 -1.20 -2.99 -0.1348
C 1.25 -3.96 -5.16 -0.8507
C -0.37 2.94 -0.32 -0.2685
C 0.21 -0.19 -2.43 -0.4063
C 0.53 -4.08 -6.35 -0.4900
H 0.91 2.24 3.64 0.3813
H 1.17 -0.55 -2.81 0.8722
Si -1.15 -1.47 -2.92 -0.5647
H -6.10 -1.06 -3.09 0.4585
H 0.07 3.06 -2.43 0.3332
C 1.46 0.44 2.59 1.4644
C -1.19 -2.66 -5.47 -0.2514
H -0.52 -2.07 1.96 0.1273
C -0.68 -3.43 -6.50 -0.7468
```

Results
- Charge: +2
- Frontier orbital gap: 6.21 eV
- Maximum force: 0.03220 Eh/bohr
- DFT total energy: -61281.305 eV
- Energy above the lowest of the compared OMol25 structures with the same formula, charge and spin: 0.914 eV

=====

[3]
This record from the OMol25 dataset describes a cluster of 2 separate species, C30H37F8IN3O5 in total in a non-equilibrium geometry. The level of theory is ωB97M-V with the def2-TZVPD basis set.

```
84
Properties=species:S:1:pos:R:3:mulliken_charge:R:1
H 0.85 -1.30 -0.61 0.2475
H -2.10 -5.76 4.29 0.4959
C 0.18 1.09 3.12 0.5434
H -1.40 -8.25 4.25 0.4558
H -0.41 -4.37 1.06 0.4686
O -2.79 -0.50 -1.85 -0.4946
C 1.72 -0.28 1.27 -0.3124
H -2.28 5.02 -6.56 0.3263
H 2.35 -4.14 4.62 0.3810
C 3.30 3.73 -0.87 -0.3490
H -3.65 3.72 -6.48 0.3467
C -0.34 4.16 -3.26 -0.1122
C 1.10 -5.20 3.18 -0.5759
C -4.33 5.73 -5.62 -0.4135
H 3.24 0.71 -0.94 0.3505
H 2.92 4.45 0.00 0.3362
C 0.29 7.00 -1.24 0.1804
H 1.21 -1.17 1.88 -0.4735
H -4.62 6.32 -6.62 0.2673
H 0.11 -3.98 5.54 0.3247
N -0.45 -5.11 3.07 0.5889
H 3.93 4.81 -2.78 0.3527
O -2.88 1.62 -5.08 -0.5752
H -4.06 -7.62 3.91 0.3271
C -1.64 -0.14 -2.46 0.6539
C -0.79 -3.70 3.60 -0.6975
C 1.15 -0.20 -0.26 -0.2672
H -0.51 -6.21 4.89 0.3837
C 1.50 1.10 2.15 0.7471
F -0.27 2.52 3.23 -0.2460
H -0.34 -7.88 2.91 0.2677
H -3.76 -6.15 2.97 0.2765
C -3.79 -7.24 2.92 -1.2555
C 2.17 0.48 -1.35 -0.9778
F 2.71 1.25 3.03 -0.3074
C 1.30 6.20 -2.25 -0.2468
H 4.55 5.63 -1.20 0.2987
C 5.89 3.88 -1.82 0.6833
H -1.80 -3.68 4.01 0.2693
I -1.47 6.19 -0.23 0.0714
H -4.58 -7.51 2.22 0.3894
C 1.39 1.81 -1.98 0.1251
H -0.72 -3.00 2.76 0.4600
C -1.12 -6.16 3.98 -0.7964
H 2.30 -0.32 -2.22 0.3773
C -0.87 -5.20 1.61 -1.2682
C 0.03 1.45 -2.88 -0.1313
O -5.52 5.04 -5.11 -0.5236
C -3.15 4.61 -5.87 -0.4827
H -0.51 -6.14 1.20 0.4015
H 1.36 -6.12 3.73 0.2943
H 3.68 2.76 -0.33 0.2411
C 0.30 -3.43 4.62 -0.5857
C -2.22 2.62 -4.50 0.3204
H 1.53 -5.25 2.18 0.3672
O 0.58 8.32 -1.02 -0.5228
H 2.40 6.48 -1.97 0.1423
F 6.11 3.48 -3.23 -0.2515
H -2.58 -8.91 2.36 0.4042
C -1.27 -7.57 3.40 -0.7981
H 2.87 -0.53 1.23 0.4609
N -0.43 0.00 -3.14 -0.4653
H 1.90 -3.20 3.20 0.0651
H -2.25 -7.46 1.45 0.2796
H 0.12 0.41 -0.27 0.2332
N -2.51 4.13 -4.58 0.2095
H 0.37 -2.37 4.86 0.4421
C 1.54 -3.95 3.92 -0.3416
H -1.96 -5.12 1.57 0.3481
F 6.19 2.84 -0.82 -0.2483
F 6.88 5.00 -1.57 -0.2790
C 1.91 3.38 -1.74 0.3662
F 1.34 2.21 1.18 -0.1818
H 1.11 6.65 -3.34 0.4070
O -1.45 6.44 -4.18 -0.5813
C -0.88 2.64 -3.55 0.2896
C 1.01 4.59 -2.38 0.4658
F 0.46 0.65 4.52 -0.2394
C 4.41 4.57 -1.71 -0.7650
C -1.44 5.10 -4.05 0.0103
C -2.46 -7.83 2.46 -0.3396
F -0.98 0.34 2.57 -0.2183
H -5.62 5.28 -4.14 0.3294
H -4.04 6.56 -4.84 0.2501
```

Results
- Charge: +1
- Frontier orbital gap: 7.36 eV
- Maximum force: 0.22224 Eh/bohr
- DFT total energy: -76232.689 eV

=====

[4]
This record from the OMol25 dataset describes a structure of composition C30H37N5O2S4Ti. The level of theory is ωB97M-V with the def2-TZVPD basis set.

```
79
Properties=species:S:1:pos:R:3:lowdin_spin:R:1
C -4.28 -0.77 -0.09 -0.0010
H 4.28 4.17 -2.70 0.0002
H 0.76 7.19 -0.81 -0.0028
C -1.86 -1.43 3.32 0.0006
C -1.42 -5.05 0.40 0.0010
C -2.27 -5.37 -0.83 0.0001
C 3.55 0.00 -2.37 0.0067
S -0.45 -3.53 0.36 0.0037
Ti -0.18 0.14 1.43 0.9850
N 1.31 0.76 2.94 0.0035
H 2.15 2.25 1.79 0.0015
H -2.40 5.98 1.81 -0.0029
H 1.93 -1.15 -3.20 0.0004
H -1.78 3.62 1.47 0.0064
C -2.75 -1.25 2.11 0.0078
H 1.07 -4.74 -1.05 0.0001
H 2.84 -0.24 -4.40 0.0002
C -0.15 4.05 0.14 0.0242
O -0.51 1.74 0.59 0.0541
H 1.39 4.83 -1.15 0.0057
C 0.32 -1.04 4.20 0.0008
C 0.63 -3.74 -1.07 0.0008
N -0.60 -1.00 3.08 -0.0040
C 3.06 2.39 -2.81 0.0060
C -0.86 6.75 0.53 0.0998
H 3.54 -1.71 -3.71 0.0003
H 3.68 -0.60 -1.48 0.0011
H 4.55 0.35 -2.67 0.0013
C -4.84 -1.43 0.99 0.0093
H -4.04 -3.88 -3.58 0.0000
H -0.55 -4.27 -2.82 0.0000
H -2.17 -2.57 -4.53 0.0000
H -1.63 -5.57 -1.69 0.0000
C 1.90 0.66 5.24 -0.0018
H -5.88 -1.75 0.95 0.0006
C 1.21 0.17 4.14 0.0096
C -1.57 5.73 1.17 -0.0046
H 2.13 2.92 -2.99 0.0011
C 0.22 2.67 -0.04 0.2913
C -4.07 -1.67 2.11 -0.0012
C 1.80 1.21 -1.08 0.1157
N -2.20 -0.63 1.06 0.0057
H 3.47 3.21 3.66 -0.0002
S 1.52 -0.35 -0.26 0.0675
S -0.96 -1.95 -2.53 0.0012
H -1.13 7.78 0.68 0.0068
H -0.77 -5.90 0.61 0.0001
C 2.72 1.76 5.08 0.0102
H -4.45 -2.16 3.00 -0.0002
H 3.46 2.07 -3.78 0.0010
C 4.06 3.29 -2.10 0.0034
H -2.50 -4.68 -3.39 0.0000
C -3.08 -3.82 -3.05 0.0001
C -2.41 -2.51 -3.46 0.0002
H 3.64 3.62 -1.14 0.0002
C -2.95 -0.39 -0.02 0.0111
N 1.25 2.37 -0.85 0.0216
H -2.46 0.14 -0.83 0.0014
H -0.21 -1.10 5.16 0.0000
O -2.32 -1.88 4.35 -0.0013
C 2.84 2.35 3.83 -0.0014
S -3.43 -4.05 -1.29 0.0002
C 2.93 -0.83 -3.49 0.0043
H -3.11 -1.68 -3.35 0.0000
H 1.77 0.19 6.20 -0.0003
H 0.96 -1.93 4.14 0.0004
C 0.06 -3.45 -2.47 0.0003
H -4.86 -0.56 -0.98 -0.0003
C 2.11 1.82 2.78 0.0103
H -2.06 -4.91 1.27 0.0000
C 0.56 5.09 -0.50 0.0796
H 1.44 -3.03 -0.87 0.0004
N 2.76 1.18 -2.05 0.0792
H -2.84 -6.28 -0.63 0.0000
H 3.26 2.17 5.93 0.0006
H 4.99 2.76 -1.91 0.0001
C -1.22 4.41 0.98 0.0814
H 0.89 -3.34 -3.16 0.0001
C 0.21 6.41 -0.31 -0.0040
```

Results
- Frontier orbital gap (alpha / beta): 4.90 / 8.21 eV
- Maximum force: 0.00818 Eh/bohr
- DFT total energy: -109715.890 eV
- Spin multiplicity: 3
- Energy above the lowest of the compared OMol25 structures with the same formula, charge and spin: 0.609 eV

=====

[5]
This record from the OMol25 dataset describes a structure of composition C30H37N5O5S3Zr. The level of theory is ωB97M-V with the def2-TZVPD basis set.

```
81
Properties=species:S:1:pos:R:3:mulliken_charge:R:1
H -3.24 0.99 -5.38 0.4720
N -0.75 -0.50 1.33 1.7650
N -1.92 -0.92 1.54 -1.0810
H -0.62 2.76 -3.40 0.0926
C 1.83 -1.06 -3.52 -0.8187
C -4.27 -2.52 1.43 -0.7383
C -2.81 0.59 -0.11 1.1140
H 5.66 -3.09 -1.06 0.3628
C 2.37 -3.54 0.44 -0.9555
H 0.93 -1.67 -3.59 0.1146
C -4.15 -1.32 0.72 0.5197
S 2.51 -1.83 0.95 0.6874
C -3.98 1.12 -0.71 -0.7948
C -6.59 -2.68 0.78 -0.6375
H -3.22 -2.78 -1.76 0.2343
H -3.70 -3.13 -3.43 0.3939
C -5.47 -3.19 1.46 -0.7095
H 2.66 -0.22 5.31 0.4763
H 4.80 -2.21 1.17 0.6416
H 1.28 -5.74 -0.82 0.3705
H 1.01 -2.05 5.31 0.4561
H -3.89 2.08 -1.21 0.5589
H 2.86 -4.09 1.25 0.6276
H 4.03 -0.48 -1.26 -0.2791
C 0.13 -0.52 2.45 -0.0853
C 2.13 1.25 -2.76 0.3107
H 0.44 -3.37 -0.49 -0.3246
C 1.27 2.78 1.65 -1.1970
S 1.45 2.30 -1.55 -0.6155
C 1.97 0.64 3.48 -0.6249
H 0.83 3.04 2.61 0.4766
N -2.48 -1.45 -3.21 0.2759
C 4.74 -1.14 -0.75 0.3788
S 3.31 1.58 -3.80 -0.1267
O 1.50 0.03 -2.63 0.4460
H 4.37 -0.51 1.28 0.4060
C -5.15 0.44 -0.64 -0.9677
C 4.25 -1.41 0.67 -1.1556
C -3.08 -0.78 -4.23 -0.3498
C -1.51 -0.81 -2.52 -0.1477
H 2.68 1.46 3.50 0.5097
H 5.62 -2.07 -2.48 0.3761
C 0.90 -3.93 0.33 0.6915
C 1.05 0.52 2.46 0.4577
H 1.16 -6.00 0.92 0.4039
H 0.38 -3.64 1.25 0.0419
H 5.65 -0.56 -0.63 0.4599
H -0.29 -5.70 -0.03 0.4356
H -7.53 -3.21 0.82 0.4278
C -2.90 -0.60 0.64 0.2622
H 2.12 -0.67 -4.49 0.5370
H -3.85 -1.33 -4.76 0.5151
H -1.74 2.93 -4.72 0.2633
C -6.49 -1.50 0.09 -1.0027
H 0.82 3.37 0.86 0.4169
O 0.99 1.39 1.37 0.1456
C 0.76 -5.43 0.09 -1.6423
O 1.71 -1.02 -0.11 -0.0689
H -2.05 -3.49 -2.89 0.2674
H 2.35 2.94 1.65 0.3089
H 4.16 -2.88 -1.96 0.2376
C -2.75 0.49 -4.56 -1.1396
H -5.56 -4.11 2.02 0.4413
H 2.64 -1.63 -3.09 -0.0039
N -1.16 0.44 -2.79 0.5486
O -1.67 1.24 -0.26 -1.1246
C 1.02 -1.34 4.50 -0.8917
C -2.89 -2.80 -2.79 -0.7998
H -6.03 0.85 -1.12 0.4692
H -0.65 -2.22 3.46 0.5663
C 5.05 -2.37 -1.61 -1.3574
C -1.74 1.12 -3.77 0.6521
C 0.09 -1.44 3.47 -0.3987
N -1.35 2.37 -3.98 -0.2863
H -3.41 -2.92 1.95 0.4711
H 2.92 -3.71 -0.48 0.3540
Zr 0.12 0.31 -0.61 0.3872
C 1.95 -0.30 4.50 -0.7955
C -5.27 -0.80 0.05 0.9130
H -7.35 -1.09 -0.43 0.4564
O -0.89 -1.38 -1.55 -0.0779
```

Results
- Charge: +2
- Frontier orbital gap: 6.94 eV
- Maximum force: 0.01202 Eh/bohr
- DFT total energy: -83176.598 eV
- Energy above the lowest of the compared OMol25 structures with the same formula, charge and spin: 0.342 eV

=====

[6]
This record from the OMol25 dataset describes a structure of composition C30H38AlN4O in a non-equilibrium geometry. The level of theory is ωB97M-V with the def2-TZVPD basis set.

```
74
Properties=species:S:1:pos:R:3:mulliken_charge:R:1
H -3.13 -2.16 3.40 0.4177
H -0.15 3.08 -2.20 0.3346
C 3.08 0.20 1.75 -1.6478
N -4.41 -1.01 1.37 -0.3579
H -2.75 2.56 -4.27 0.2853
H 4.07 0.37 -0.90 0.3976
C 1.80 -0.28 -4.78 -1.6084
C -1.68 0.86 -3.57 1.5211
H -2.47 0.92 -1.55 0.0299
H -1.68 -1.08 3.29 -0.0096
H 0.85 1.88 3.19 0.3906
H -2.97 -0.53 -2.46 0.3116
H -0.82 1.41 2.79 0.2781
C -3.12 -0.92 1.69 0.7010
H 0.10 -2.20 -5.03 0.5680
C -0.08 -2.83 2.74 -0.7642
O -2.30 -0.62 0.72 -0.0119
C -1.84 1.97 -4.42 -1.1300
H -1.69 3.11 -7.25 0.2984
H -1.88 -5.96 4.15 0.3297
H -3.31 -0.43 3.76 0.4608
C 2.01 0.78 0.89 0.2674
C 0.23 1.12 2.69 -1.3973
H 0.14 -5.00 5.26 0.3499
C 0.47 0.42 -4.67 0.0386
H 3.95 -0.07 1.14 0.3429
H -2.57 -5.02 1.89 0.3760
H 2.77 -0.70 2.28 0.4296
Al -0.57 -0.97 0.08 0.2424
C 0.27 -1.48 2.38 -0.0336
C -0.35 -3.45 -3.27 -1.1432
H 1.52 3.62 -1.95 0.3808
C 0.21 1.47 -5.55 -0.9483
H 3.39 0.92 2.52 0.2178
C 0.67 1.05 1.28 0.9155
C -1.03 -3.54 1.93 -0.0608
C 0.87 2.73 -2.05 -1.5734
H 0.37 0.14 3.23 0.2667
H 3.27 1.20 -2.27 0.3458
H 1.17 2.18 -2.94 -0.0203
H -3.64 1.07 -2.86 0.4725
H -1.70 4.22 -5.88 0.3793
H 4.05 2.15 -1.00 0.2750
C 2.18 1.25 -0.44 0.1052
C -0.14 -2.31 -3.99 -0.1236
N -0.45 -1.23 -3.17 0.9487
H -0.17 3.81 -6.69 0.3845
C -1.17 2.59 0.32 -1.8637
H 1.32 -1.38 2.09 -0.0250
N 0.32 -3.39 3.93 -0.6018
H -4.74 -0.75 0.46 0.2592
C -0.52 0.08 -3.70 1.0760
H -1.72 2.70 -0.62 0.4168
C 0.01 1.71 0.17 1.3475
H -0.83 3.60 0.63 0.3557
C -0.84 -1.78 -1.87 0.1011
C -2.77 -1.15 3.12 -1.0946
C -1.73 -4.62 2.46 -0.6944
N -1.03 -3.10 -2.18 -0.6088
C -0.24 -4.52 4.36 -0.3450
C -1.14 3.41 -6.36 -1.6551
H -1.88 2.23 1.08 0.2778
H -5.04 -1.42 2.07 0.2196
C -1.34 -5.12 3.70 -0.4139
H 2.36 -0.32 -3.84 0.1453
H 2.40 0.30 -5.50 0.3932
H 0.05 -4.44 -3.49 0.3186
H 1.75 -1.29 -5.19 0.4074
H -1.22 -3.17 0.91 0.3389
C -2.73 0.54 -2.55 -1.4498
C -0.93 2.27 -5.42 0.6888
C 0.99 1.88 -0.84 0.7985
H 0.93 1.67 -6.35 0.3295
C 3.46 1.24 -1.19 -1.9546
```

Results
- Charge: -1
- Frontier orbital gap (alpha / beta): 4.60 / 4.60 eV
- Maximum force: 0.10107 Eh/bohr
- DFT total energy: -46328.290 eV
- Energy above the lowest of the compared OMol25 structures with the same formula, charge and spin: 2.088 eV

=====

Question: The highest maximum force belongs to which entry?
Answer: C30H37F8IN3O5

=====

Question: The lowest maximum force belongs to which entry?
Answer: C30H37N5O2S4Ti

=====

Question: What is the formula in the third record?
Answer: C30H37F8IN3O5